{"formula": "C17H38N4O2P2PtSSe2", "method": "ωB97M-V/def2-TZVPD", "de_lowest_kcal_mol": 13.9, "multiplicity": 5, "lumo_energy_ha": [-0.170, -0.267], "orbital_gap_ev": [7.5969, 5.8993], "charge": 2, "elements": ["Pt", "O", "C", "C", "C", "O", "C", "Se", "C", "Se", "H", "H", "H", "H", "H", "H", "H", "H", "H", "H", "C", "P", "C", "C", "C", "P", "C", "C", "H", "H", "H", "H", "H", "H", "H", "H", "H", "H", "H", "H", "H", "H", "H", "H", "N", "N", "H", "H", "H", "H", "C", "C", "C", "C", "N", "C", "S", "N", "C", "H", "H", "H", "H", "H", "H", "H", "H"], "xyz": [[-0.730875, 0.765717, 1.337423], [1.101252, 4.500366, -1.944248], [2.428375, 3.984274, -2.025960], [2.712348, 3.194885, -0.752541], [4.210352, 2.849529, -0.736384], [4.499081, 2.131413, -1.919763], [1.964463, 1.865222, -0.638499], [0.020295, 1.961732, -0.722980], [2.445147, 4.072264, 0.477042], [0.577888, 4.471433, 0.784916], [0.912225, 5.050918, -2.712951], [3.148378, 4.806205, -2.088523], [2.552844, 3.350958, -2.905390], [4.433215, 2.254490, 0.157230], [4.793143, 3.775527, -0.679598], [5.445215, 1.963245, -1.972845], [2.211453, 1.415587, 0.322707], [2.270823, 1.188749, -1.433900], [2.957464, 5.032150, 0.407073], [2.778372, 3.570869, 1.390206], [-2.737328, -1.318602, -0.880793], [-2.410788, -0.752140, 0.800716], [-2.259786, -2.255602, 1.791625], [-3.977572, 0.036563, 1.316274], [-3.762351, 0.965731, 2.508894], [-2.422850, 2.141651, 2.118474], [-3.137000, 3.251902, 0.878529], [-2.247744, 3.163362, 3.600950], [-3.755662, -1.709019, -0.931126], [-2.030852, -2.107641, -1.129627], [-2.624349, -0.499816, -1.590071], [-3.150797, -2.871361, 1.649976], [-2.155248, -2.020516, 2.850681], [-1.381191, -2.803182, 1.448743], [-4.730794, -0.725761, 1.526441], [-4.335343, 0.606194, 0.454036], [-3.467818, 0.411338, 3.404142], [-4.674477, 1.514745, 2.755728], [-4.127496, 3.586117, 1.192457], [-3.208054, 2.750686, -0.085771], [-2.498851, 4.127773, 0.757465], [-3.210658, 3.614371, 3.849043], [-1.522048, 3.958514, 3.430975], [-1.909983, 2.557306, 4.440693], [2.141658, 1.092808, 2.828339], [1.257865, 0.065883, 2.337209], [2.914058, 0.667463, 3.336302], [1.615490, 1.656530, 3.487454], [1.032785, -0.615574, 3.062295], [1.737524, -0.451496, 1.602204], [2.163460, -4.647185, -4.191199], [1.320263, -4.516379, -2.968376], [0.476553, -5.473808, -2.480227], [-0.270418, -5.171837, -1.330594], [-0.180014, -4.006401, -0.696613], [0.666173, -3.075987, -1.156172], [0.887188, -1.567894, -0.406677], [1.379941, -3.347781, -2.290282], [-1.226489, -6.165119, -0.754677], [2.148114, -5.670428, -4.555334], [3.195687, -4.364206, -3.983431], [1.783675, -3.993925, -4.978704], [0.388391, -6.429168, -2.973482], [2.005597, -2.613901, -2.602291], [-1.193858, -7.118337, -1.274730], [-2.239608, -5.764433, -0.812110], [-0.996457, -6.316967, 0.299628]], "forces_ev_per_angstrom": [[0.096, -0.204, 0.602], [0.001, -0.012, -0.047], [-0.040, 0.074, -0.010], [0.072, 0.070, 0.176], [0.025, 0.051, 0.022], [0.010, -0.037, 0.018], [0.029, -0.102, 0.016], [-0.306, 0.127, -0.128], [-0.040, -0.012, -0.065], [0.034, -0.005, -0.040], [0.021, 0.001, 0.046], [0.022, -0.012, -0.038], [-0.034, -0.030, 0.027], [-0.009, 0.000, 0.005], [-0.004, 0.007, -0.026], [0.000, 0.017, -0.008], [0.048, -0.018, -0.024], [-0.019, -0.011, -0.018], [0.021, -0.017, -0.024], [-0.016, -0.043, -0.006], [0.025, -0.020, -0.029], [0.070, 0.097, -0.116], [-0.052, -0.073, -0.028], [-0.073, -0.010, -0.013], [-0.101, 0.059, 0.027], [0.154, -0.007, -0.195], [-0.001, 0.078, 0.009], [-0.022, 0.024, 0.036], [0.010, -0.019, -0.033], [0.032, -0.002, -0.010], [-0.012, 0.013, 0.004], [0.022, -0.034, 0.023], [-0.006, 0.027, 0.002], [0.007, -0.017, -0.011], [0.022, 0.001, 0.019], [-0.033, -0.001, 0.012], [-0.005, -0.027, -0.021], [0.009, -0.006, -0.007], [0.007, 0.008, -0.005], [-0.023, -0.002, -0.004], [0.006, -0.020, -0.010], [0.017, 0.017, 0.034], [0.011, -0.004, -0.026], [-0.010, -0.016, 0.004], [-0.028, -0.066, -0.019], [0.004, 0.076, 0.029], [-0.048, 0.040, 0.005], [0.039, -0.020, -0.057], [0.027, 0.025, -0.089], [0.033, 0.001, 0.056], [-0.029, -0.033, 0.033], [0.004, 0.007, -0.025], [0.035, 0.027, -0.024], [-0.106, -0.074, 0.069], [0.049, 0.098, -0.042], [-0.120, -0.059, 0.184], [0.014, -0.041, -0.210], [0.180, 0.149, -0.039], [0.025, 0.027, -0.008], [-0.001, 0.003, -0.008], [0.009, 0.002, 0.010], [-0.002, 0.007, -0.002], [-0.008, -0.013, 0.008], [-0.036, -0.056, -0.004], [0.009, -0.006, -0.012], [-0.005, 0.001, 0.004], [-0.008, -0.005, 0.003]], "lowdin_charge": [0.489, -0.168, -0.192, -0.568, -0.207, -0.033, -0.488, 0.678, -0.467, 0.908, 0.118, 0.145, 0.141, 0.136, 0.141, 0.110, 0.036, 0.070, 0.090, 0.075, -0.227, 0.661, -0.234, -0.387, -0.390, 0.634, -0.241, -0.234, 0.066, 0.017, 0.054, 0.065, 0.050, 0.020, 0.103, 0.087, 0.091, 0.103, 0.069, 0.045, 0.027, 0.066, 0.037, 0.054, -0.031, -0.190, 0.093, 0.076, 0.093, -0.022, 0.011, -0.242, 0.046, -0.278, 0.102, -0.788, 0.620, 0.109, -0.005, 0.096, 0.100, 0.105, 0.131, 0.147, 0.087, 0.094, 0.097]}